Entry 1:
A molecular structure, C35H35MoN5O6Si. Source: OMol25; level of theory: wB97M-V/def2-TZVPD.

Results
- Spin multiplicity: 3
- E_HOMO (alpha / beta): -0.263 / -0.288 hartree
- HOMO-LUMO gap (alpha / beta): 0.2380 / 0.2510 Ha
- E_tot: -66333.3647 eV
- Maximum force: 0.776 eV Å⁻¹

Last column: Löwdin spin population.
Geometry (Å):
Mo (-0.441, -0.432, 0.903)  1.6236
O (4.004, 0.059, 1.384)  0.0004
C (4.427, -1.158, 0.994)  0.0008
C (5.805, -1.353, 0.897)  -0.0001
C (6.310, -2.571, 0.492)  0.0008
C (5.457, -3.626, 0.172)  0.0000
C (4.095, -3.439, 0.262)  0.0007
C (3.557, -2.214, 0.671)  0.0011
C (2.100, -2.040, 0.748)  0.0055
O (1.640, -0.943, 1.237)  0.0401
N (1.303, -3.008, 0.340)  0.0005
N (0.028, -2.591, 0.497)  0.0034
C (-0.923, -3.441, 0.447)  0.0106
C (-2.236, -2.929, 0.772)  0.0089
C (-3.374, -3.723, 0.830)  -0.0008
C (-4.560, -3.164, 1.264)  0.0110
C (-4.579, -1.831, 1.646)  -0.0003
C (-3.414, -1.095, 1.545)  0.0118
N (-2.274, -1.624, 1.099)  -0.0014
H (3.022, 0.031, 1.427)  0.0001
H (6.455, -0.526, 1.150)  0.0000
H (7.383, -2.705, 0.425)  0.0000
H (5.858, -4.579, -0.142)  0.0000
H (3.406, -4.236, 0.019)  0.0000
H (-0.735, -4.492, 0.257)  0.0005
H (-3.311, -4.764, 0.546)  -0.0003
H (-5.459, -3.764, 1.316)  0.0006
H (-5.479, -1.358, 2.010)  -0.0003
H (-3.384, -0.052, 1.820)  0.0008
O (-2.888, 1.400, -2.254)  0.0008
C (-3.262, 2.545, -1.647)  -0.0006
C (-4.026, 3.435, -2.406)  0.0002
C (-4.436, 4.639, -1.873)  -0.0009
C (-4.093, 4.991, -0.569)  0.0001
C (-3.334, 4.120, 0.184)  -0.0009
C (-2.908, 2.893, -0.333)  -0.0008
C (-2.073, 2.003, 0.495)  -0.0011
O (-1.961, 0.760, 0.103)  0.0313
N (-1.472, 2.453, 1.548)  0.0117
N (-0.744, 1.417, 2.121)  -0.0055
C (-0.177, 1.694, 3.239)  0.0223
C (0.562, 0.747, 4.031)  0.0088
C (1.378, 1.205, 5.075)  0.0016
C (2.045, 0.322, 5.892)  0.0073
C (1.869, -1.052, 5.687)  0.0041
C (1.050, -1.525, 4.687)  0.0052
C (0.384, -0.638, 3.824)  0.0121
O (-0.406, -1.095, 2.884)  0.0634
H (-2.424, 0.830, -1.608)  0.0004
H (-4.281, 3.147, -3.417)  0.0000
H (-5.030, 5.312, -2.478)  -0.0001
H (-4.419, 5.933, -0.151)  0.0000
H (-3.047, 4.366, 1.197)  0.0000
H (-0.289, 2.713, 3.605)  0.0001
H (1.482, 2.274, 5.224)  -0.0002
H (2.688, 0.681, 6.682)  0.0004
H (2.386, -1.756, 6.327)  0.0001
H (0.909, -2.587, 4.529)  0.0001
C (-1.968, -1.173, -4.796)  0.0030
Si (-0.252, -0.665, -4.259)  0.0131
C (0.094, 1.077, -4.847)  0.0017
C (1.032, -1.850, -4.923)  0.0014
C (-0.197, -0.676, -2.429)  0.0691
C (-0.264, -0.624, -1.211)  -0.0011
H (-2.056, -1.157, -5.885)  0.0004
H (-2.707, -0.484, -4.381)  0.0001
H (-2.209, -2.179, -4.450)  0.0001
H (0.042, 1.136, -5.937)  0.0002
H (1.086, 1.415, -4.539)  0.0001
H (-0.647, 1.765, -4.434)  0.0000
H (1.025, -1.875, -6.015)  0.0002
H (0.843, -2.860, -4.558)  0.0001
H (2.032, -1.561, -4.595)  0.0001
C (0.445, 2.720, -1.404)  0.0004
C (1.438, 2.167, -0.432)  0.0020
C (2.836, 2.711, -0.481)  0.0012
O (1.150, 1.320, 0.400)  0.0297
H (0.940, 3.192, -2.250)  -0.0001
H (-0.138, 3.482, -0.877)  0.0001
H (-0.230, 1.938, -1.748)  0.0001
H (2.819, 3.802, -0.510)  0.0000
H (3.291, 2.375, -1.417)  0.0001
H (3.426, 2.346, 0.354)  0.0001

---

Entry 2:
2 unconnected molecules or ions with the total composition C35H35N3O5. Source: OMol25; level of theory: wB97M-V/def2-TZVPD.

Results
- Spin multiplicity: 1
- E_HOMO: -0.227 hartree
- HOMO-LUMO gap: 0.1180 Ha
- E_tot: -51569.8099 eV
- Maximum force: 2.720 eV Å⁻¹

Last column: Mulliken charge in e.
Geometry (Å):
C (-2.524, 5.616, 0.263)  -0.9550
N (-2.264, 4.208, 0.458)  0.2821
C (-3.273, 3.326, 0.720)  0.2833
O (-4.459, 3.624, 0.839)  -0.6925
C (-2.643, 1.937, 0.832)  -0.0934
C (-3.182, 0.977, -0.227)  -0.2812
C (-4.667, 0.721, -0.086)  0.5394
C (-5.545, 1.081, -1.112)  -0.3360
C (-6.921, 0.906, -0.958)  -0.6263
C (-7.424, 0.351, 0.225)  -0.4077
C (-6.545, -0.026, 1.247)  -0.8409
C (-5.168, 0.150, 1.087)  -0.1717
N (-1.213, 2.219, 0.687)  0.5642
C (-0.284, 1.243, 0.763)  0.3522
C (1.080, 1.472, 0.604)  0.4152
C (2.101, 0.526, 0.643)  -0.5562
C (3.493, 0.854, 0.473)  0.8325
C (4.490, -0.156, 0.511)  -0.2540
C (5.831, 0.150, 0.351)  -0.9460
C (6.242, 1.475, 0.142)  0.7328
C (7.629, 1.797, -0.028)  -0.0950
N (8.760, 2.068, -0.168)  -0.4845
C (5.280, 2.488, 0.099)  -0.9937
C (3.935, 2.192, 0.263)  -0.3744
C (-0.920, 3.643, 0.437)  0.0654
C (-0.304, 3.865, -0.955)  -1.4848
C (-0.094, 4.270, 1.571)  -1.5342
H (-3.603, 5.773, 0.324)  0.3881
H (-2.024, 6.218, 1.033)  0.2969
H (-2.164, 5.945, -0.720)  0.3032
H (-2.854, 1.539, 1.842)  0.3953
H (-2.977, 1.412, -1.218)  0.3965
H (-2.625, 0.031, -0.162)  -0.0275
H (-5.132, 1.531, -2.017)  0.3342
H (-7.595, 1.207, -1.762)  0.3750
H (-8.498, 0.215, 0.350)  0.3823
H (-6.925, -0.457, 2.174)  0.3792
H (-4.467, -0.133, 1.875)  0.3599
H (-0.666, 0.235, 0.967)  0.7009
H (1.383, 2.502, 0.428)  -0.9118
H (1.838, -0.519, 0.829)  0.3959
H (4.179, -1.188, 0.675)  0.4751
H (6.582, -0.638, 0.388)  0.4816
H (5.591, 3.520, -0.065)  0.4453
H (3.220, 3.012, 0.227)  0.3403
H (-0.998, 3.479, -1.716)  0.3257
H (-0.145, 4.938, -1.117)  0.4780
H (0.650, 3.347, -1.071)  0.4218
H (-0.650, 4.154, 2.512)  0.3728
H (0.879, 3.789, 1.689)  0.3976
H (0.060, 5.336, 1.367)  0.4646
C (3.220, -5.775, -1.632)  -1.5155
C (3.728, -4.358, -1.443)  1.6420
C (5.194, -4.215, -1.863)  -1.6606
O (2.987, -3.420, -2.231)  -0.3619
C (1.679, -3.190, -1.853)  0.4116
O (0.966, -2.664, -2.692)  -0.7701
C (1.316, -3.546, -0.492)  -0.0041
C (-0.044, -3.451, -0.032)  0.4889
C (-0.426, -3.840, 1.288)  -0.4975
C (-1.742, -3.746, 1.737)  -0.8970
C (-2.750, -3.262, 0.893)  -0.3341
C (-2.420, -2.886, -0.416)  -0.6511
C (-1.104, -2.986, -0.866)  -0.3978
C (2.401, -3.728, 0.453)  0.5032
O (2.338, -3.610, 1.667)  -0.7786
O (3.659, -3.959, -0.066)  -0.3703
H (2.174, -5.885, -1.326)  0.2815
H (3.325, -6.044, -2.688)  0.3902
H (3.847, -6.452, -1.041)  0.3703
H (5.517, -3.180, -1.704)  0.3126
H (5.810, -4.887, -1.256)  0.3838
H (5.292, -4.469, -2.923)  0.3855
H (0.356, -4.197, 1.951)  0.4116
H (-1.973, -4.060, 2.759)  0.3674
H (-3.783, -3.187, 1.245)  0.4528
H (-3.193, -2.527, -1.104)  0.4034
H (-0.846, -2.701, -1.880)  0.5230

---

Entry 3:
A molecular structure, C35H36As2FeNO13PS2. Source: OMol25; level of theory: wB97M-V/def2-TZVPD.

Results
- Spin multiplicity: 2
- E_HOMO (alpha / beta): -0.139 / -0.174 hartree
- HOMO-LUMO gap (alpha / beta): 0.2124 / 0.2452 Ha
- E_tot: -252009.4512 eV
- Total charge: -1
- Maximum force: 2.694 eV Å⁻¹

Last column: Löwdin spin population.
Geometry (Å):
Fe (0.355, -0.146, 0.319)  0.0052
O (2.431, -3.439, 2.219)  0.0001
S (1.378, -2.960, 1.367)  -0.0001
O (1.173, -3.683, 0.122)  0.0001
O (1.506, -1.504, 1.132)  -0.0003
C (-0.147, -3.305, 2.261)  0.0003
C (-0.065, -4.406, 3.110)  0.0000
C (-1.193, -4.908, 3.733)  0.0003
C (-2.430, -4.327, 3.494)  0.0000
C (-2.514, -3.229, 2.657)  0.0003
C (-1.380, -2.687, 2.050)  0.0000
P (-1.594, -1.212, 0.983)  0.0004
C (-2.758, -0.157, 1.925)  0.0007
C (-2.817, -0.217, 3.315)  0.0001
C (-3.635, 0.644, 4.031)  0.0001
C (-4.399, 1.596, 3.376)  -0.0001
C (-4.335, 1.684, 1.996)  0.0001
C (-3.521, 0.820, 1.282)  -0.0001
C (-2.594, -2.000, -0.345)  0.0002
C (-1.957, -3.029, -1.044)  0.0000
C (-2.618, -3.708, -2.054)  0.0000
C (-3.925, -3.373, -2.386)  0.0000
C (-4.573, -2.374, -1.680)  0.0000
C (-3.916, -1.696, -0.659)  0.0000
H (0.904, -4.858, 3.268)  0.0000
H (-1.107, -5.762, 4.395)  0.0000
H (-3.324, -4.722, 3.959)  0.0000
H (-3.479, -2.773, 2.476)  0.0000
H (-2.209, -0.934, 3.843)  0.0000
H (-3.661, 0.572, 5.111)  0.0000
H (-5.018, 2.282, 3.938)  0.0000
H (-4.901, 2.442, 1.471)  0.0000
H (-3.484, 0.928, 0.208)  0.0000
H (-0.946, -3.322, -0.780)  0.0000
H (-2.108, -4.505, -2.580)  0.0000
H (-4.438, -3.901, -3.180)  0.0000
H (-5.601, -2.121, -1.912)  0.0000
H (-4.460, -0.954, -0.094)  0.0000
N (-1.185, 1.159, -0.985)  0.0025
C (-0.447, 1.741, -2.106)  0.0002
C (1.040, 1.923, -1.744)  0.0004
O (1.732, 2.643, -2.449)  0.0003
O (1.399, 1.274, -0.708)  0.0057
H (-2.052, 0.742, -1.303)  0.0000
H (-1.406, 1.862, -0.283)  -0.0002
H (-0.844, 2.696, -2.457)  0.0001
H (-0.486, 1.045, -2.947)  0.0000
S (0.977, -1.749, -2.510)  0.0022
C (0.555, -1.029, -1.243)  0.0019
C (3.944, 3.576, -0.099)  0.0009
O (2.796, 3.300, 0.695)  0.0155
C (2.948, 2.372, 1.665)  0.0548
O (4.045, 1.973, 2.008)  0.0648
C (1.689, 1.883, 2.222)  0.2868
C (1.752, 1.249, 3.499)  0.2276
As (2.392, 2.607, 4.701)  0.0261
C (2.282, 1.915, 6.549)  0.0080
C (0.585, 3.477, 4.662)  0.0042
C (-0.236, 3.544, 3.607)  0.0220
As (-0.074, 2.583, 1.861)  0.0275
C (0.150, 4.241, 0.818)  0.0111
C (-1.485, 4.344, 3.637)  0.0063
O (-2.464, 4.112, 2.962)  0.0052
O (-1.408, 5.398, 4.474)  0.0008
C (-2.562, 6.225, 4.602)  0.0001
C (0.310, 4.144, 5.965)  0.0029
O (0.984, 5.039, 6.401)  0.0013
O (-0.693, 3.653, 6.738)  0.0003
C (-1.391, 2.460, 6.383)  -0.0002
C (0.791, 0.268, 3.853)  0.0936
O (-0.076, -0.204, 3.111)  0.0779
O (0.883, -0.165, 5.147)  0.0351
C (0.143, -1.328, 5.481)  0.0018
H (3.569, 3.855, -1.081)  0.0001
H (4.578, 2.695, -0.172)  0.0002
H (4.521, 4.391, 0.346)  0.0007
H (2.994, 1.095, 6.622)  0.0001
H (1.298, 1.546, 6.824)  0.0004
H (2.586, 2.721, 7.217)  0.0005
H (0.900, 4.886, 1.265)  -0.0002
H (-0.826, 4.732, 0.815)  0.0017
H (0.454, 4.004, -0.199)  0.0002
H (-3.059, 5.990, 5.544)  0.0000
H (-3.243, 6.064, 3.771)  0.0000
H (-2.212, 7.255, 4.623)  0.0001
H (-2.366, 2.723, 5.966)  0.0000
H (-1.529, 1.890, 7.301)  0.0000
H (-0.848, 1.855, 5.659)  -0.0002
H (0.117, -1.369, 6.569)  0.0001
H (0.641, -2.217, 5.089)  0.0015
H (-0.871, -1.296, 5.084)  0.0001